No. 1
Here is a cluster of 2 separate species, C2H8N4O in total at a distorted geometry from the Open Molecules 2025 dataset. Energies are from ωB97M-V/def2-TZVPD.

XYZ file:
```
15
Properties=species:S:1:pos:R:3
C -1.44 1.15 1.16
C 1.49 -1.11 -0.47
N 0.22 -0.09 -2.16
N 0.80 -0.61 -1.38
N -2.80 1.76 0.93
N 2.71 -1.76 -0.84
O -1.01 0.41 0.39
H -1.00 1.52 1.99
H 1.05 -1.35 0.55
H -2.67 2.63 0.25
H -3.29 2.23 1.77
H -3.44 0.93 0.49
H 3.07 -1.41 -1.82
H 2.80 -2.71 -0.79
H 3.53 -1.60 -0.08
```

Calculated values
Strongest force on any atom: 6.20 eV Å⁻¹
Frontier orbital gap: 0.328 Ha
Charge: +2
LUMO level: -0.2852 Ha

---

No. 2
Here is a structure of composition C36H28Cl4N9O5S3W at a distorted geometry from the Open Molecules 2025 dataset. Energies are from ωB97M-V/def2-TZVPD.

XYZ file:
```
86
Properties=species:S:1:pos:R:3
W 0.28 -0.04 0.23
C -4.46 -1.26 5.04
C -3.91 -0.82 3.70
N -2.53 -1.26 3.55
C -1.86 -1.16 2.39
S -0.18 -1.40 2.38
N -2.59 -0.89 1.30
N -1.81 -0.69 0.21
C -2.45 -0.67 -0.94
C -3.92 -0.87 -1.00
C -1.58 -0.42 -2.06
C -2.00 -0.44 -3.44
C -1.18 -0.42 -4.51
C 0.25 -0.21 -4.62
C 1.11 0.20 -3.68
N -0.33 -0.29 -1.69
H -5.47 -0.89 5.18
H -3.85 -0.87 5.86
H -4.47 -2.35 5.12
H -3.97 0.27 3.60
H -4.49 -1.24 2.88
H -1.94 -1.19 4.37
H -4.21 -1.77 -0.45
H -4.28 -0.93 -2.02
H -4.40 -0.02 -0.49
H -3.06 -0.57 -3.62
H -1.67 -0.55 -5.46
H 0.64 -0.27 -5.63
H 3.00 0.95 -3.05
S 2.32 0.39 1.45
C 3.00 -1.24 1.31
N 4.14 -1.41 1.91
N 4.80 -2.58 1.59
C 5.17 -2.96 0.31
C 5.02 -2.11 -0.80
C 5.43 -2.53 -2.05
C 6.00 -3.79 -2.24
C 6.17 -4.61 -1.14
C 5.75 -4.21 0.12
N 2.43 -2.21 0.57
N 1.23 -1.99 0.07
C 0.82 -3.03 -0.79
C 1.76 -3.77 -1.51
C 1.34 -4.77 -2.37
C -0.01 -5.07 -2.52
C -0.94 -4.36 -1.79
C -0.53 -3.35 -0.93
H 5.39 -2.91 2.33
H 4.56 -1.14 -0.68
H 5.28 -1.87 -2.90
H 6.31 -4.11 -3.23
H 6.61 -5.60 -1.26
H 5.86 -4.88 0.96
H 2.81 -3.54 -1.40
H 2.09 -5.32 -2.92
H -0.32 -5.86 -3.20
H -2.00 -4.59 -1.86
H -1.27 -2.85 -0.31
Cl 1.00 4.57 -4.68
C 1.47 3.09 -3.88
C 2.13 2.17 -4.58
Cl 2.42 2.37 -6.27
C 2.45 0.81 -3.98
Cl 3.48 -0.25 -4.98
C 0.79 0.44 -2.25
O 1.75 0.04 -1.32
C 0.62 1.89 -1.82
O 0.25 1.86 -0.57
C 1.03 3.00 -2.48
Cl 1.08 4.47 -1.56
O -2.50 1.82 0.21
C -1.88 2.03 1.24
N -0.74 1.38 1.66
S -0.06 2.16 2.97
O 1.03 3.00 2.58
O 0.11 1.27 4.09
C -1.46 3.18 3.28
C -1.68 4.03 4.34
C -2.88 4.73 4.34
C -3.81 4.58 3.31
C -3.56 3.72 2.25
C -2.36 3.02 2.26
H -0.96 4.14 5.14
H -3.10 5.41 5.16
H -4.73 5.14 3.34
H -4.26 3.58 1.44
```

Calculated values
Spin multiplicity: 3
Strongest force on any atom: 1.64 eV Å⁻¹
Frontier orbital gap (spin up / spin down): 0.174 / 0.162 Ha
Charge: -1
LUMO level (spin up / spin down): 0.0289 / 0.0037 Ha
Expectation value of S²: 2.051

---

No. 3
Here is a structure of composition C15H30LiO15 at a distorted geometry from the Open Molecules 2025 dataset. Energies are from ωB97M-V/def2-TZVPD.

XYZ file:
```
61
Properties=species:S:1:pos:R:3
Li -0.04 0.08 -0.24
C 1.72 -2.65 2.64
O 2.11 -3.22 1.43
C 1.96 -2.57 0.28
O 1.26 -1.59 0.14
O 2.44 -3.24 -0.77
C 2.45 -2.53 -2.05
H 2.32 -3.16 3.38
H 0.56 -2.86 2.75
H 2.09 -1.63 2.58
H 3.01 -2.98 -2.83
H 2.83 -1.66 -1.88
H 1.40 -2.36 -2.32
C -2.25 -3.05 0.61
O -2.16 -2.56 1.98
C -1.64 -1.41 2.36
O -0.90 -0.68 1.56
O -1.42 -1.24 3.75
C -0.86 -0.08 4.24
H -2.88 -3.88 0.33
H -1.18 -3.09 0.35
H -2.45 -2.35 -0.09
H 0.28 0.05 4.14
H -1.01 -0.12 5.45
H -1.43 0.66 3.91
C -1.51 2.90 1.80
O -2.67 2.32 1.38
C -2.78 1.58 0.26
O -1.83 1.02 -0.32
O -4.10 1.28 0.01
C -4.38 0.34 -1.10
H -0.67 2.19 2.27
H -1.74 3.80 2.63
H -0.91 3.72 1.02
H -4.16 0.68 -2.08
H -5.53 0.06 -1.06
H -4.00 -0.71 -1.08
C -1.65 -1.46 -3.23
O -0.46 -1.09 -3.96
C 0.27 -0.20 -3.36
O 0.25 0.15 -2.18
O 1.20 0.20 -4.22
C 1.93 1.45 -4.03
H -1.51 -2.15 -2.32
H -2.44 -1.58 -4.04
H -2.27 -0.59 -2.70
H 1.42 2.30 -4.16
H 2.86 1.47 -4.60
H 2.21 1.35 -3.02
C 3.18 0.94 2.02
O 2.91 2.20 1.58
C 2.04 2.31 0.55
O 1.34 1.41 0.20
O 2.03 3.59 0.11
C 1.40 4.17 -1.07
H 2.52 0.88 2.91
H 4.06 0.68 2.42
H 2.90 0.05 1.40
H 1.88 3.81 -1.95
H 1.76 5.21 -0.96
H 0.29 3.82 -0.83
```

Calculated values
Strongest force on any atom: 7.09 eV Å⁻¹
Frontier orbital gap: 0.424 Ha
Charge: +1
LUMO level: -0.0733 Ha

---

No. 4
Here is a structure of composition C46H60As2N3O2PSW at a distorted geometry from the Open Molecules 2025 dataset. Energies are from ωB97M-V/def2-TZVPD.

XYZ file:
```
116
Properties=species:S:1:pos:R:3
W -0.07 0.35 -0.24
C 3.26 -0.23 1.54
C 2.10 -0.81 2.34
As 0.65 0.51 2.37
C 1.62 2.03 3.11
C 2.56 1.76 4.10
C 3.23 2.80 4.72
C 2.95 4.12 4.37
C 2.00 4.39 3.40
C 1.33 3.34 2.77
C -0.43 -0.05 3.89
C -1.18 0.92 4.56
C -1.94 0.55 5.66
C -1.96 -0.77 6.08
C -1.20 -1.73 5.42
C -0.44 -1.36 4.32
As 2.62 0.78 -0.04
C 3.75 0.11 -1.48
C 3.71 -1.24 -1.79
C 4.51 -1.74 -2.81
C 5.34 -0.88 -3.53
C 5.37 0.47 -3.22
C 4.58 0.97 -2.19
C 3.23 2.61 0.20
C 4.28 2.98 1.02
C 4.66 4.32 1.08
C 4.01 5.27 0.32
C 2.97 4.89 -0.53
C 2.58 3.56 -0.58
H 3.92 -1.02 1.17
H 3.86 0.45 2.14
H 2.41 -1.14 3.33
H 1.66 -1.67 1.82
H 2.77 0.74 4.41
H 3.97 2.59 5.49
H 3.47 4.93 4.86
H 1.77 5.41 3.13
H 0.59 3.56 2.01
H -1.15 1.95 4.24
H -2.52 1.30 6.19
H -2.55 -1.06 6.94
H -1.20 -2.75 5.76
H 0.16 -2.11 3.81
H 3.06 -1.91 -1.24
H 4.49 -2.79 -3.05
H 5.96 -1.27 -4.32
H 6.02 1.14 -3.77
H 4.62 2.03 -1.94
H 4.81 2.25 1.61
H 5.48 4.61 1.73
H 4.31 6.31 0.36
H 2.49 5.63 -1.15
H 1.78 3.25 -1.26
C -2.04 -2.78 -2.63
C -3.08 -1.90 -1.92
C -4.48 -2.48 -2.17
C -2.99 -0.51 -2.59
P -2.67 -1.79 -0.09
N -1.42 -0.77 0.11
C -4.07 -1.04 0.91
C -4.57 0.21 0.17
C -5.25 -1.99 1.14
C -3.53 -0.55 2.27
C -2.15 -3.47 0.57
C -2.11 -3.37 2.09
C -0.72 -3.79 0.09
C -3.10 -4.62 0.19
H -2.19 -2.67 -3.71
H -2.16 -3.83 -2.40
H -1.02 -2.48 -2.40
H -4.58 -2.65 -3.24
H -5.28 -1.80 -1.87
H -4.63 -3.43 -1.67
H -3.09 -0.65 -3.67
H -2.03 -0.03 -2.41
H -3.79 0.15 -2.28
H -5.13 -0.02 -0.73
H -3.75 0.89 -0.06
H -5.25 0.74 0.84
H -5.71 -2.33 0.21
H -6.01 -1.46 1.71
H -4.97 -2.86 1.72
H -2.56 -0.07 2.18
H -3.45 -1.34 3.01
H -4.23 0.19 2.66
H -1.55 -2.50 2.43
H -1.62 -4.27 2.48
H -3.11 -3.33 2.53
H -0.08 -2.91 0.11
H -0.70 -4.20 -0.92
H -0.30 -4.54 0.75
H -4.12 -4.44 0.52
H -2.74 -5.52 0.68
H -3.11 -4.83 -0.88
O 0.73 -1.02 -1.76
C 0.67 -0.11 -2.66
O 0.29 1.05 -2.24
C 1.00 -0.36 -4.05
C 0.89 0.66 -4.99
C 1.20 0.42 -6.32
C 1.62 -0.85 -6.70
C 1.74 -1.87 -5.77
C 1.42 -1.64 -4.45
H 0.56 1.64 -4.67
H 1.12 1.21 -7.05
H 1.87 -1.04 -7.74
H 2.07 -2.85 -6.08
H 1.51 -2.42 -3.71
N -2.24 2.77 -2.10
C -1.36 3.28 -1.26
N -0.72 4.40 -1.55
S -1.04 2.54 0.29
H -2.49 3.23 -2.96
H -2.74 1.94 -1.84
H -0.95 4.96 -2.35
H -0.07 4.77 -0.87
```

Calculated values
Strongest force on any atom: 1.80 eV Å⁻¹
Frontier orbital gap (spin up / spin down): 0.250 / 0.250 Ha
Charge: +2
LUMO level (spin up / spin down): -0.1883 / -0.1883 Ha

---

No. 5
Here is the molecule C2H6N2O2 at a distorted geometry from the Open Molecules 2025 dataset. Energies are from ωB97M-V/def2-TZVPD.

XYZ file:
```
12
Properties=species:S:1:pos:R:3
C -2.39 0.36 0.18
O -1.35 -0.45 -0.58
N -0.29 -0.66 0.27
C 0.79 -0.35 -0.37
N 2.06 -0.62 0.21
O 2.89 0.55 -0.03
H -3.33 0.58 -0.43
H -2.74 -0.21 1.22
H -1.89 1.46 0.52
H 0.76 -0.02 -1.42
H 1.96 -0.73 1.21
H 3.52 0.09 -0.77
```

Calculated values
Strongest force on any atom: 4.47 eV Å⁻¹
Frontier orbital gap: 0.366 Ha
Structure (SMILES): CO/N=C/NO
Charge: 0
LUMO level: 0.0315 Ha

---

No. 6
Here is the molecule C4H3IO at a distorted geometry from the Open Molecules 2025 dataset. Energies are from ωB97M-V/def2-TZVPD.

XYZ file:
```
9
Properties=species:S:1:pos:R:3
C 0.69 -0.13 0.02
C -0.35 -1.07 0.16
C 0.76 1.33 -0.13
C -1.64 -1.12 0.48
O -0.02 2.25 -0.06
I -3.31 -0.30 -0.28
H 1.75 -0.46 0.06
H 0.16 -1.99 0.24
H 1.96 1.49 -0.48
```

Calculated values
Strongest force on any atom: 2.93 eV Å⁻¹
Frontier orbital gap (spin up / spin down): 0.246 / 0.266 Ha
Charge: 0
LUMO level (spin up / spin down): -0.0745 / -0.0495 Ha

---

No. 7
Here is a structure of composition C2H29HfO13 at a distorted geometry from the Open Molecules 2025 dataset. Energies are from ωB97M-V/def2-TZVPD.

XYZ file:
```
45
Properties=species:S:1:pos:R:3
Hf 1.41 0.30 2.66
C 0.55 0.14 -0.82
C -0.34 -0.08 0.47
O 0.06 0.49 1.71
H -0.07 -0.32 -1.59
H 1.51 -0.37 -0.74
H 0.71 1.21 -1.00
H -0.27 -1.15 0.64
H -1.38 0.16 0.27
O 0.36 2.76 -0.05
H -0.27 2.65 -0.77
H 0.52 1.87 0.25
O 2.24 -1.77 -1.43
H 2.74 -0.98 -1.64
H 2.56 -2.03 -0.57
O -3.23 1.51 0.29
H -2.91 1.23 -0.57
H -4.06 1.06 0.40
O -2.78 -0.55 2.19
H -2.55 -0.95 3.03
H -2.12 0.14 2.07
O -2.05 -2.39 0.84
H -1.29 -1.92 0.48
H -2.77 -1.77 0.76
O 0.80 -1.37 2.33
H 1.45 -1.98 2.68
H 0.07 -1.92 2.04
O 0.40 -2.38 -2.24
H 0.85 -2.72 -3.01
H 1.08 -1.92 -1.75
O -0.65 1.37 -3.13
H -0.01 0.69 -2.92
H -1.41 0.88 -3.46
O 1.17 0.06 -3.59
H 1.16 -0.89 -3.71
H 1.64 0.20 -2.77
O 0.49 1.79 3.10
H -0.45 1.88 3.00
H 0.81 2.69 3.13
O -1.66 1.71 1.88
H -2.42 1.75 1.31
H -1.06 1.11 1.43
O 3.66 -0.31 -0.70
H 4.19 0.49 -0.69
H 3.29 -0.38 0.18
```

Calculated values
Strongest force on any atom: 12.50 eV Å⁻¹
Frontier orbital gap: 0.107 Ha
Charge: +3
LUMO level: -0.5865 Ha

---

No. 8
Here is a structure of composition C35H42PtS4Sb2 at a distorted geometry from the Open Molecules 2025 dataset. Energies are from ωB97M-V/def2-TZVPD.

XYZ file:
```
84
Properties=species:S:1:pos:R:3
Pt 1.10 -1.47 1.15
C -0.56 -1.08 3.94
C 0.75 -1.75 4.30
S 2.03 -0.97 3.29
C 3.43 -2.13 3.36
C 4.19 -2.00 2.06
S 3.20 -2.23 0.55
C 2.96 -4.05 0.42
C 1.78 -4.61 1.19
S 0.30 -3.74 0.60
C -0.94 -3.96 1.91
C -1.82 -2.72 1.93
S -0.97 -1.12 2.16
H -0.53 -0.01 4.18
H -1.41 -1.51 4.48
H 0.74 -2.82 4.10
H 0.97 -1.60 5.36
H 3.06 -3.14 3.53
H 4.07 -1.85 4.19
H 5.03 -2.69 1.99
H 4.61 -0.99 1.95
H 3.90 -4.51 0.73
H 2.86 -4.22 -0.65
H 1.87 -4.48 2.26
H 1.68 -5.68 0.97
H -0.45 -4.16 2.86
H -1.56 -4.82 1.66
H -2.59 -2.78 2.70
H -2.34 -2.61 0.97
C 2.20 1.25 -2.07
C 1.65 2.67 -2.06
C 1.23 3.17 -0.68
Sb -0.74 2.51 -0.18
C -1.12 2.49 1.85
C -2.44 2.45 2.31
C -2.68 2.65 3.66
C -1.62 2.87 4.53
C -0.31 2.88 4.07
C -0.04 2.66 2.72
C -2.06 3.75 -1.17
C -2.01 3.86 -2.56
C -2.78 4.82 -3.18
C -3.60 5.66 -2.42
C -3.65 5.54 -1.04
C -2.89 4.57 -0.39
Sb 0.94 -0.32 -1.32
C 1.62 -1.89 -2.53
C 2.88 -1.85 -3.13
C 3.25 -2.87 -4.01
C 2.37 -3.90 -4.29
C 1.11 -3.94 -3.70
C 0.73 -2.93 -2.81
C -0.95 0.19 -2.08
C -2.04 0.27 -1.19
C -3.32 0.56 -1.66
C -3.51 0.76 -3.02
C -2.43 0.67 -3.91
C -1.15 0.39 -3.45
H 3.13 1.17 -1.51
H 2.41 0.96 -3.10
H 0.80 2.75 -2.75
H 2.41 3.34 -2.46
H 1.06 4.25 -0.67
H 1.91 2.89 0.12
H -3.27 2.28 1.63
H -3.70 2.66 4.03
H -1.82 3.05 5.58
H 0.51 3.07 4.75
H 0.98 2.68 2.37
H -1.38 3.21 -3.15
H -2.75 4.93 -4.26
H -4.20 6.41 -2.91
H -4.27 6.20 -0.46
H -2.92 4.51 0.69
H 3.59 -1.06 -2.92
H 4.22 -2.84 -4.48
H 2.66 -4.69 -4.97
H 0.42 -4.73 -3.94
H -0.26 -2.96 -2.37
H -1.91 -0.01 -0.15
H -4.16 0.60 -0.99
H -4.50 0.96 -3.40
H -2.60 0.82 -4.97
H -0.33 0.31 -4.16
```

Calculated values
Strongest force on any atom: 1.17 eV Å⁻¹
Frontier orbital gap: 0.192 Ha
Charge: +4
LUMO level: -0.4854 Ha

---

No. 9
Here is the molecule C4H8N3P at a distorted geometry from the Open Molecules 2025 dataset. Energies are from ωB97M-V/def2-TZVPD.

XYZ file:
```
16
Properties=species:S:1:pos:R:3
C 0.86 -1.22 0.07
C -1.95 -0.52 0.39
C 1.18 0.24 -0.13
C 0.28 1.02 0.85
N 0.17 -1.97 -0.72
N -2.77 -1.36 0.17
N -0.99 1.25 -1.49
P -1.39 1.21 0.06
H 2.25 0.30 -0.09
H 0.87 0.69 -1.14
H 0.22 0.51 1.81
H 0.64 1.95 1.11
H -0.32 -1.50 -1.50
H -2.84 -2.34 -0.08
H -1.84 1.50 -1.99
H 1.20 -1.68 0.99
```

Calculated values
Strongest force on any atom: 3.20 eV Å⁻¹
Frontier orbital gap (spin up / spin down): 0.291 / 0.291 Ha
Charge: 0
LUMO level (spin up / spin down): -0.0079 / -0.0079 Ha

---

No. 10
Here is a cluster of 2 separate species, C5H12O2 in total from the Open Molecules 2025 dataset. Energies are from ωB97M-V/def2-TZVPD.

XYZ file:
```
19
Properties=species:S:1:pos:R:3
C -2.19 -0.54 -0.68
C -0.90 -0.39 -0.99
C 0.22 -0.68 0.00
O -0.21 -0.57 1.34
C 1.49 0.13 -0.26
C 2.67 -0.44 0.52
H -2.48 -0.86 0.32
H -2.98 -0.34 -1.39
H -0.61 -0.06 -1.98
H 0.48 -1.74 -0.12
H -0.62 0.31 1.46
H 1.71 0.11 -1.34
H 1.32 1.18 0.01
H 3.58 0.15 0.37
H 2.44 -0.46 1.59
H 2.88 -1.47 0.21
O -2.09 2.06 0.64
H -1.67 1.62 -0.11
H -3.03 1.99 0.42
```

Calculated values
Strongest force on any atom: 0.29 eV Å⁻¹
Frontier orbital gap: 0.396 Ha
Structure (SMILES): C=C[C@H](O)CC.O
Charge: 0
LUMO level: 0.0325 Ha

---

No. 11
Here is a cluster of 2 separate species, CH6N3OS in total at a distorted geometry from the Open Molecules 2025 dataset. Energies are from ωB97M-V/def2-TZVPD.

XYZ file:
```
12
Properties=species:S:1:pos:R:3
C -0.69 -0.73 -0.12
N -2.73 0.40 -0.34
N 2.88 0.80 0.44
N 0.25 0.06 -0.02
O -0.71 -1.93 -0.45
S 2.10 -0.21 -0.53
H -3.43 -0.19 0.08
H -2.43 1.19 0.19
H 3.37 0.29 1.13
H 2.99 1.77 0.29
H -0.12 1.03 -0.29
H -1.48 -2.49 -0.37
```

Calculated values
Spin multiplicity: 3
Strongest force on any atom: 3.79 eV Å⁻¹
Frontier orbital gap (spin up / spin down): 0.335 / 0.263 Ha
Charge: +1
LUMO level (spin up / spin down): -0.1286 / -0.2478 Ha
Expectation value of S²: 2.016

---

No. 12
Here is a structure of composition C4H7NO2 at a distorted geometry from the Open Molecules 2025 dataset. Energies are from ωB97M-V/def2-TZVPD.

XYZ file:
```
14
Properties=species:S:1:pos:R:3
C -1.52 0.22 -0.14
C 1.26 0.60 -0.99
C 0.49 -0.16 -0.04
C 0.83 -1.55 0.52
N -1.84 1.37 0.42
O -2.23 -0.53 -0.68
O 1.27 0.93 0.38
H 2.27 0.18 -1.35
H 0.84 1.28 -1.66
H 0.57 -2.19 -0.39
H 0.28 -1.86 1.46
H 1.89 -1.64 0.76
H -1.33 1.78 1.20
H -2.77 1.57 0.51
```

Calculated values
Strongest force on any atom: 5.25 eV Å⁻¹
Frontier orbital gap: 0.353 Ha
Charge: 0
LUMO level: 0.0317 Ha

---

Look up the charge of the sixth one.
0

---

What did the twelfth record say?
Here is a structure of composition C4H7NO2 at a distorted geometry from the Open Molecules 2025 dataset. Energies are from ωB97M-V/def2-TZVPD.

XYZ file:
```
14
Properties=species:S:1:pos:R:3
C -1.52 0.22 -0.14
C 1.26 0.60 -0.99
C 0.49 -0.16 -0.04
C 0.83 -1.55 0.52
N -1.84 1.37 0.42
O -2.23 -0.53 -0.68
O 1.27 0.93 0.38
H 2.27 0.18 -1.35
H 0.84 1.28 -1.66
H 0.57 -2.19 -0.39
H 0.28 -1.86 1.46
H 1.89 -1.64 0.76
H -1.33 1.78 1.20
H -2.77 1.57 0.51
```

Calculated values
Strongest force on any atom: 5.25 eV Å⁻¹
Frontier orbital gap: 0.353 Ha
Charge: 0
LUMO level: 0.0317 Ha

---

Among the records above, which one has the highest charge?
C35H42PtS4Sb2

---

Copy entry 9 word for word.
Here is the molecule C4H8N3P at a distorted geometry from the Open Molecules 2025 dataset. Energies are from ωB97M-V/def2-TZVPD.

XYZ file:
```
16
Properties=species:S:1:pos:R:3
C 0.86 -1.22 0.07
C -1.95 -0.52 0.39
C 1.18 0.24 -0.13
C 0.28 1.02 0.85
N 0.17 -1.97 -0.72
N -2.77 -1.36 0.17
N -0.99 1.25 -1.49
P -1.39 1.21 0.06
H 2.25 0.30 -0.09
H 0.87 0.69 -1.14
H 0.22 0.51 1.81
H 0.64 1.95 1.11
H -0.32 -1.50 -1.50
H -2.84 -2.34 -0.08
H -1.84 1.50 -1.99
H 1.20 -1.68 0.99
```

Calculated values
Strongest force on any atom: 3.20 eV Å⁻¹
Frontier orbital gap (spin up / spin down): 0.291 / 0.291 Ha
Charge: 0
LUMO level (spin up / spin down): -0.0079 / -0.0079 Ha